# 1
The following is a quantum chemistry calculation of a structure of composition C33H45N5P2SSm, from OMol25.

Calculated values
- Lowest unoccupied orbital energy (alpha / beta): -9.22 / -8.00 eV
- Total energy: -3296.3684 Eh
- HOMO level (alpha / beta): -0.596 / -0.595 hartree
- Charge: +3
- Energy relative to the best compared isomer or geometry (same formula, charge and spin): 59.3 kJ/mol
- 2S+1: 6
- Strongest force on any atom: 0.354 eV/A

Last column: Löwdin spin population.
Atoms and positions in Å:
Sm: -1.07429 0.67608 0.32181  5.08
S: -1.36709 2.00344 -2.30776  -0.01
P: 1.21697 -0.93927 1.37264  -0.01
P: 0.60442 -1.08425 -1.39000  -0.01
N: 1.36978 -1.86796 -0.06343  0.00
N: -1.07124 3.22421 0.64520  -0.01
N: -3.43200 1.73908 -0.04081  -0.01
N: -2.65527 -1.26855 0.48566  -0.01
N: -1.78081 0.75113 2.79868  -0.01
C: -1.37962 -4.29275 -3.98071  0.00
C: -1.16124 -2.01771 -3.24760  0.00
C: 2.95029 -3.49326 4.74512  0.00
C: -0.15388 -2.39701 -2.35691  0.00
C: 2.70618 2.83035 1.25019  0.00
C: -1.76944 -2.96174 -4.05936  0.00
C: -2.40633 3.72169 1.06280  0.00
C: 2.28874 -2.30401 5.02332  0.00
C: 2.56412 -3.17494 2.39344  0.00
C: -3.52805 3.20756 0.18016  0.00
C: 3.63094 0.28976 0.55513  0.00
C: -3.17480 1.94326 -2.53412  0.00
C: -1.04763 3.74791 -1.85598  0.00
C: 2.09430 1.04009 -2.32943  0.00
C: 1.88055 -1.99036 2.66937  0.00
C: 3.08956 -3.92571 3.43453  0.00
C: 4.43589 1.39855 0.37116  0.00
C: 3.74166 -0.52102 -3.92583  0.00
C: 0.23950 -3.73307 -2.29237  0.00
C: -0.37737 -4.67657 -3.10057  0.00
C: 1.89530 1.71292 1.43186  0.00
C: -3.95476 1.33553 -1.37188  0.00
C: 1.75168 -1.55598 3.98985  0.00
C: 3.09830 1.63915 -3.07248  0.00
C: -2.88375 -1.50445 2.96113  0.00
C: -0.43387 3.96076 -0.47955  0.00
C: 2.35054 0.43968 1.09044  0.00
C: -1.86211 -0.54569 3.54749  0.00
C: 3.92101 0.85678 -3.87133  0.00
C: -2.47384 -2.18005 1.66067  0.00
C: 1.90415 -0.33766 -2.37778  0.00
C: 2.73372 -1.11707 -3.18701  0.00
C: 3.97395 2.66725 0.71544  0.00
H: -3.06402 -3.08398 1.50811  0.00
H: 1.47532 1.66501 -1.68744  0.00
H: -1.44934 -0.97332 -3.33501  0.00
H: 2.58779 -2.18872 -3.25214  0.00
H: 1.25763 -0.61711 4.21927  0.00
H: 4.38015 -1.12620 -4.55428  0.00
H: -0.43175 5.03607 -0.27284  0.00
H: -0.87339 -1.00250 3.51428  0.00
H: -3.06197 -2.28484 3.70256  0.00
H: -3.50516 3.69989 -0.78662  0.00
H: 4.61706 3.52669 0.58135  0.00
H: -1.12093 1.34258 3.30401  0.00
H: 5.43226 1.28432 -0.03370  0.00
H: 1.04295 -4.05598 -1.64061  0.00
H: 0.92714 1.84673 1.92788  0.00
H: -2.67678 1.22322 2.91606  0.00
H: -1.97173 4.30346 -1.99863  0.00
H: -3.50466 2.95107 -2.78229  0.00
H: 3.61910 -4.84355 3.21928  0.00
H: -0.45691 3.40255 1.43681  0.00
H: 0.61066 3.64032 -0.49725  0.00
H: -2.53862 -2.66293 -4.75828  0.00
H: -3.85621 -1.01085 2.83865  0.00
H: 2.37022 3.81438 1.55342  0.00
H: 2.19667 -1.96064 6.04450  0.00
H: -5.01026 1.60342 -1.48116  0.00
H: 3.36628 -4.07964 5.55294  0.00
H: 3.98873 -0.69509 0.28101  0.00
H: -1.42324 -2.47826 1.69461  0.00
H: -2.43147 4.81524 1.08637  0.00
H: 1.23984 -2.86775 0.03024  0.00
H: -2.09703 -0.34555 4.59354  0.00
H: 2.71860 -3.50994 1.37603  0.00
H: -2.56235 3.39384 2.09319  0.00
H: -1.85258 -5.03074 -4.61387  0.00
H: -4.03298 1.28981 0.64690  0.00
H: -4.48940 3.47388 0.62436  0.00
H: -2.50706 -1.81732 -0.36560  0.00
H: -0.34776 4.13332 -2.59752  0.00
H: -3.64237 -1.01872 0.45588  0.00
H: -3.90278 0.24491 -1.43269  0.00
H: 4.70201 1.31995 -4.45893  0.00
H: -3.35193 1.34770 -3.42944  0.00
H: -0.06732 -5.71137 -3.05324  0.00
H: 3.24347 2.71051 -3.03087  0.00



# 2
The following is a quantum chemistry calculation of a structure of composition C33H46B2F6N7O6RuS5, from OMol25.

Calculated values
- Lowest unoccupied orbital energy: -4.59 eV
- Total energy: -4854.5811 Eh
- HOMO level: -0.390 hartree
- Charge: +1
- Energy relative to the best compared isomer or geometry (same formula, charge and spin): 33.7 kJ/mol
- 2S+1: 1
- Strongest force on any atom: 0.540 eV/A

Last column: Löwdin charge in e.
Atoms and positions in Å:
Ru: 0.12377 0.32304 -0.33074  0.63
S: -2.38722 2.32498 -4.13246  0.60
S: 0.38812 0.25581 2.01173  0.78
S: -0.64623 -1.77174 -0.15204  0.83
S: 0.00549 1.21626 -3.07143  0.59
S: -0.98726 2.23199 -0.00106  0.81
F: -3.68948 4.49468 -3.52860  0.16
F: 0.06853 0.57132 -5.63185  0.16
F: 1.20179 2.35460 -5.12264  0.18
F: 1.95107 0.40377 -4.58948  0.16
F: -1.82973 4.25415 -2.44484  0.12
F: -3.56458 3.07687 -1.89836  0.11
O: 0.25851 -0.13055 -2.50572  -0.42
O: 0.68481 2.22892 -2.29731  -0.33
O: 2.98623 1.16487 -0.86578  0.17
O: 2.91002 -0.79051 0.33002  0.12
O: -3.59853 1.65437 -4.48209  -0.26
O: -1.60745 3.01059 -5.11102  -0.24
N: -0.40761 -1.94482 3.47782  0.03
N: -2.04289 -0.99954 2.37859  0.01
N: -2.92114 -0.33376 -0.00667  0.03
N: -1.52923 1.34640 -3.20076  -0.29
N: -2.83329 -1.43016 -1.91314  0.04
N: -2.62475 1.40385 2.00430  0.05
N: -1.71418 3.35275 2.42171  0.03
C: -2.58748 -2.44665 -3.00813  -0.51
C: 1.50849 -1.11650 4.80680  -0.03
C: -2.89817 3.62011 -2.92382  -0.69
C: 6.63551 0.56033 -0.84113  -0.16
C: -2.20631 -1.22260 -0.73818  -0.55
C: -1.49550 -3.42759 -2.60442  -0.07
C: 5.37470 -1.19442 0.32378  0.03
C: 4.23078 -0.49362 0.01945  -0.18
C: -2.54635 3.04411 3.47838  0.00
C: -1.18947 5.50068 3.50055  -0.04
C: 1.84891 -2.70472 2.85740  -0.02
C: 8.71085 0.02911 -2.13790  -0.04
C: -1.76458 2.32637 1.55171  -0.61
C: 8.00202 1.08841 -1.28232  -0.56
C: -3.10183 1.84077 3.21757  -0.02
C: 0.95086 -2.30323 4.02406  -0.53
C: 0.60327 4.18425 2.37577  -0.02
C: 4.27647 0.68806 -0.68568  -0.16
C: -3.93280 -0.60336 -1.94881  -0.01
C: -0.86631 4.59543 2.31634  -0.53
C: -1.20927 5.32879 1.01951  -0.03
C: 0.85963 1.14559 -4.73734  -0.67
C: -3.98723 0.06266 -0.77481  -0.02
C: 7.88330 2.36903 -2.10818  -0.07
C: -2.55970 -2.08736 3.04424  -0.03
C: 5.45453 1.24720 -1.12834  0.08
C: 0.80628 -3.48573 4.97829  -0.05
C: 6.56886 -0.64151 -0.12242  -0.02
C: -0.72205 -0.93155 2.64280  -0.62
C: -3.90422 -3.21048 -3.18537  -0.02
C: 8.84732 1.38968 -0.03661  -0.04
C: -2.21179 -1.72725 -4.29601  -0.01
C: -1.55698 -2.67174 3.72643  -0.01
B: -2.94208 -0.05648 1.54932  -0.53
B: 2.18648 0.23677 -0.23992  -0.66
H: 2.45395 -1.41245 5.26196  0.10
H: -1.48074 -4.21968 -3.35266  0.10
H: 8.90376 -0.88534 -1.57646  0.08
H: -0.51176 -2.96465 -2.59016  0.06
H: -0.93191 5.03776 4.45379  0.09
H: -2.93959 -0.95998 -4.56263  0.08
H: 7.29409 2.21477 -3.01446  0.09
H: 0.15165 -3.26063 5.82134  0.09
H: 0.87651 3.53596 1.54599  0.05
H: -4.57415 -0.54107 -2.80812  0.14
H: 8.87848 2.69504 -2.41284  0.09
H: -4.68903 -2.59227 -3.61850  0.09
H: -3.73294 -4.03990 -3.87017  0.10
H: 9.00522 0.49487 0.56681  0.08
H: 0.45451 -4.38578 4.47348  0.09
H: -3.81049 1.26514 3.78672  0.14
H: 1.79492 -3.70448 5.37870  0.10
H: -1.23195 -1.26958 -4.20780  0.06
H: 0.82337 -0.82655 5.60543  0.10
H: 0.82228 3.67341 3.31454  0.09
H: -2.17764 -2.46322 -5.10022  0.11
H: 5.44116 2.17331 -1.68361  0.12
H: -4.70474 0.78122 -0.41954  0.14
H: -1.69708 -3.89273 -1.63707  0.08
H: -4.07280 -0.27206 1.88416  0.13
H: 2.01306 -1.88242 2.16582  0.04
H: -0.74022 6.31249 1.04003  0.10
H: 9.82655 1.77249 -0.33116  0.09
H: -0.84414 4.80798 0.13791  0.04
H: 2.81758 -3.01649 3.25048  0.10
H: -1.57212 -3.52424 4.37535  0.12
H: 1.21985 5.08182 2.31857  0.10
H: -3.60392 -2.33778 2.98588  0.13
H: 7.48674 -1.16903 0.10007  0.11
H: 5.34730 -2.12538 0.87306  0.12
H: 8.36232 2.13967 0.59109  0.09
H: -2.28732 5.47066 0.92673  0.10
H: -2.23742 5.80356 3.51288  0.10
H: -2.69896 3.70664 4.30759  0.12
H: 1.41480 -3.54874 2.31784  0.10
H: 7.43364 3.18296 -1.53585  0.09
H: 1.69819 -0.25666 4.17028  0.04
H: 9.67224 0.41301 -2.48436  0.09
H: 8.11267 -0.23085 -3.01312  0.09
H: -4.25752 -3.61723 -2.23668  0.10
H: -0.58717 6.40221 3.40219  0.10



# 3
The following is a quantum chemistry calculation of a structure of composition C33H46ClF3O4P4STi, from OMol25.

Calculated values
- Lowest unoccupied orbital energy: -6.76 eV
- Total energy: -4958.3105 Eh
- HOMO level: -0.513 hartree
- Charge: +2
- Energy relative to the best compared isomer or geometry (same formula, charge and spin): 449.6 kJ/mol
- 2S+1: 1
- Strongest force on any atom: 12.184 eV/A

Last column: Löwdin charge in e.
Atoms and positions in Å:
Ti: -0.07100 0.03419 2.25916  0.48
Cl: 1.89430 1.51279 2.47696  0.19
S: 0.47440 0.12019 5.64316  0.83
P: 1.44960 -1.78471 2.35316  0.78
P: -1.41990 1.95799 2.61466  0.78
P: -3.21530 -2.37721 -0.10064  0.91
P: 1.08280 0.98299 -2.25304  1.10
F: 0.59480 -2.23081 6.85286  0.10
F: 0.99220 -0.46621 8.16936  0.14
F: 2.56910 -1.13241 6.72466  0.11
O: -0.62290 0.77089 6.49996  -0.34
O: -1.66290 -0.03811 -1.59684  -0.04
O: -0.48050 -0.35291 4.24226  -0.53
O: 1.29980 1.37759 5.34206  -0.37
C: 0.69500 -3.41851 2.02836  -0.22
C: -4.61900 -1.48331 -0.82964  -0.14
C: -2.62390 -3.49911 -1.39734  -0.14
C: 5.37690 2.35329 -3.14964  -0.04
C: -1.05240 2.74159 -2.44644  -0.08
C: 4.64690 2.96419 -2.14004  -0.05
C: -0.22290 -1.96941 -4.77834  -0.04
C: 0.00480 0.14789 0.22436  -0.26
C: -0.91340 2.93319 4.06866  -0.23
C: 3.36280 2.53439 -1.84744  -0.07
C: 4.81720 1.31059 -3.87334  -0.05
C: -1.62440 -1.11041 1.77176  -0.17
C: -0.03610 -0.72651 -4.19124  -0.05
C: -3.88180 -3.37381 1.25256  -0.15
C: 1.33200 -2.94831 -3.22754  -0.05
C: -1.77700 3.77599 -3.01864  -0.04
C: -1.36040 4.33399 -4.21874  -0.04
C: 2.23890 -1.98691 3.98256  -0.23
C: -0.98830 -0.73111 -0.52674  -0.39
C: -1.47350 3.20789 1.28006  -0.22
C: 1.52790 -1.70931 -2.64054  -0.09
C: 0.83950 -0.59301 -3.11754  -0.32
C: 2.80250 1.47579 -2.56304  -0.30
C: 2.86150 -1.71761 1.19676  -0.22
C: 0.88430 0.88799 -0.50894  -0.21
C: 3.53410 0.87299 -3.58594  -0.08
C: 0.09070 2.26149 -3.07484  -0.30
C: -1.92330 -1.34611 0.46496  -0.36
C: 0.45570 -3.08041 -4.29734  -0.05
C: -3.18410 1.59569 2.93086  -0.22
C: 1.20770 -0.99271 6.90846  -0.55
C: 0.52320 2.83879 -4.26714  -0.06
C: -0.20890 3.86629 -4.83944  -0.04
H: -3.24030 0.89549 3.75966  0.06
H: -1.35450 2.31629 -1.50124  0.07
H: -0.12410 -3.55681 2.72886  0.05
H: 0.31180 -4.04641 -4.76204  0.12
H: -0.46490 3.36179 0.90676  0.04
H: 1.41250 -4.22761 2.14586  0.06
H: 5.07710 3.77839 -1.57404  0.12
H: -5.43780 -2.16341 -1.05444  0.07
H: -4.66420 -4.02661 0.87406  0.07
H: 1.65480 1.42279 0.02526  0.00
H: -2.31070 -2.91711 -2.25984  0.06
H: -2.09870 2.84609 0.46736  0.03
H: 3.10310 -2.64451 3.91596  0.08
H: -2.66170 4.15129 -2.52294  0.12
H: 0.29460 -3.43511 1.01726  0.03
H: -0.97420 0.35949 -2.14544  0.00
H: -4.30470 -2.72991 2.01806  0.07
H: -0.58220 0.13009 -4.55314  0.12
H: -3.09370 -3.97491 1.69566  0.07
H: 1.87180 -3.80861 -2.85684  0.12
H: 0.12490 4.31009 -5.76704  0.12
H: -3.74380 2.49519 3.17786  0.06
H: -1.57340 3.78599 4.21296  0.07
H: 1.42850 2.49449 -4.74824  0.12
H: 2.22050 -1.60581 -1.81764  0.10
H: 0.10790 3.27169 3.92616  0.04
H: 3.20570 -0.68901 1.13076  0.03
H: 6.37900 2.69179 -3.37414  0.12
H: 1.51100 -2.39761 4.67456  0.04
H: -0.42310 -1.50571 -1.05254  0.13
H: 2.81160 3.02969 -1.06154  0.11
H: -1.77290 -4.06501 -1.02914  0.06
H: 2.53680 -2.03541 0.21036  0.02
H: 5.38050 0.83299 -4.66294  0.12
H: 2.54140 -1.01021 4.34666  0.03
H: -2.22040 -1.56311 2.56056  0.07
H: -4.28640 -0.99871 -1.74234  0.06
H: -3.41110 -4.18571 -1.69824  0.08
H: -4.96390 -0.72571 -0.13124  0.07
H: -0.93910 2.29129 4.94316  0.01
H: -1.92350 5.14199 -4.66504  0.12
H: 3.11200 0.05529 -4.15234  0.11
H: -1.87480 4.15379 1.63716  0.06
H: 3.67860 -2.35461 1.52886  0.06
H: -0.89530 -2.06711 -5.61984  0.12
H: -3.62170 1.12859 2.05146  0.03